Record 1
This record from the Open Molecules 2025 dataset describes C21H53N3O11Sr2 as an isolated structure at a distorted geometry. The level of theory is ωB97M-V/def2-TZVPD.

```
! RIJCOSX wB97M-V def2-TZVPD def2/J DEFGRID3
* xyz 2 1
Sr -1.2662 -0.4354 2.6904
Sr -1.9853 -1.0639 -2.6219
C -0.3848 -1.4048 -0.0251
O 0.1724 -1.6306 0.9872
O 0.0065 -1.6072 -1.1565
O -1.4829 -0.7798 -0.0149
C 1.3420 -2.2338 4.0753
O 0.9130 -0.8889 4.0006
C 2.0011 -0.0941 3.4586
C 1.5582 1.3542 3.2396
N 0.6449 1.3320 2.1709
C 0.3942 2.7197 1.8832
C 1.4784 3.4101 1.0196
O 2.0702 2.5199 0.1299
C 3.0425 3.0653 -0.7338
H 0.6674 -2.7982 4.7190
H 2.2896 -2.3104 4.6087
H 1.3826 -2.8526 3.1789
H 2.3957 -0.4959 2.5254
H 2.8067 0.0299 4.1824
H 2.4213 1.9026 2.8623
H 1.0122 1.8258 4.0566
H 1.2675 1.1098 1.4073
H 0.2350 3.3456 2.7612
H -0.5588 2.6665 1.3568
H 2.2415 3.7841 1.7023
H 1.2838 4.2707 0.3796
H 4.0229 3.3354 -0.3415
H 2.8002 3.9627 -1.3032
H 3.2710 2.2072 -1.3659
C 2.1074 3.9860 -5.3530
O 1.1313 3.0405 -4.9036
C 1.4278 2.3797 -3.6938
C 0.3230 1.5375 -3.0014
N -0.2314 0.4330 -3.8766
C 0.7691 -0.5533 -4.3108
C 0.1668 -1.7858 -5.0635
O -1.2201 -2.0337 -4.7062
C -1.8528 -3.0756 -5.4064
H 2.9962 3.4790 -5.7288
H 2.3038 4.7239 -4.5752
H 1.6732 4.4284 -6.2496
H 1.6946 3.2014 -3.0293
H 2.3317 1.7714 -3.7272
H -0.4768 2.2357 -2.7545
H 0.7027 1.1860 -2.0420
H -0.3138 0.8563 -4.7899
H 1.3128 -0.8246 -3.4059
H 1.6064 -0.1432 -4.8755
H 0.8563 -2.6216 -4.9446
H 0.0800 -1.4696 -6.1030
H -2.8044 -3.2200 -4.8949
H -1.2138 -3.9585 -5.4243
H -2.0286 -2.6905 -6.4108
C -1.9176 -3.8342 2.5469
O -2.7212 -2.6510 2.6479
C -3.8545 -2.6294 1.7016
C -4.6303 -1.3704 2.0067
N -3.7309 -0.1845 1.8982
C -4.3241 1.1471 2.2036
C -3.1757 2.2196 2.2201
O -2.2732 1.9618 3.2953
C -2.5521 2.6887 4.4844
H -2.4189 -4.7968 2.6476
H -1.0744 -3.8440 3.2376
H -1.6418 -3.6891 1.5024
H -4.3791 -3.5826 1.7674
H -3.4962 -2.5047 0.6797
H -4.8944 -1.3996 3.0638
H -5.4689 -1.1205 1.3567
H -3.4038 -0.3298 0.9537
H -4.7859 1.1797 3.1904
H -5.1669 1.3249 1.5356
H -3.6877 3.1732 2.3493
H -2.6058 2.2714 1.2924
H -2.4032 3.7650 4.3969
H -1.8702 2.3618 5.2694
H -3.5248 2.5169 4.9453
C 2.2501 -4.2183 0.3797
O 1.7894 -3.7912 -0.9217
H 2.7134 -5.1941 0.2340
H 2.9559 -3.5340 0.8504
H 1.4035 -4.2452 1.0657
H 1.4249 -2.9192 -0.7533
C 3.6197 -0.5472 -0.2059
O 3.1281 -0.9214 -1.4844
H 4.6351 -0.1512 -0.2161
H 2.9808 0.1281 0.3631
H 3.5471 -1.4673 0.3741
H 2.1693 -0.9407 -1.4408
*
```

Computed properties:
E_HOMO: -13.277 eV
Energy: -51287.92627 eV
ΔE to the lowest compared entry with this formula, charge and spin: 49.95 kcal per mole
Largest force on an atom: 7.47 eV/Å
HOMO-LUMO gap: 7.401 eV

=====

Record 2
This record from the Open Molecules 2025 dataset describes an isolated ion of composition C3H13N2Si and charge +1 at a distorted geometry. The level of theory is ωB97M-V/def2-TZVPD.

```
! RIJCOSX wB97M-V def2-TZVPD def2/J DEFGRID3
* xyz 1 1
C 1.8502 -1.0705 0.4463
N 1.2511 -0.0480 -0.4796
C 1.1760 1.3281 0.1336
C -0.2312 -0.6136 -0.9129
Si -1.7084 -0.5937 0.3264
N -2.6190 0.8594 0.0523
H 1.1499 -0.8844 1.3322
H 1.5927 -2.1456 0.0862
H 2.8941 -0.7697 0.4972
H 1.7027 0.1133 -1.3849
H 2.1474 1.7763 -0.0130
H 0.5271 2.0323 -0.4833
H 0.5744 1.2722 1.1443
H -0.6006 0.1048 -1.6551
H -0.0473 -1.5488 -1.4889
H -2.4828 -1.8041 0.2131
H -1.0351 -0.2263 1.5925
H -2.5690 1.4928 0.8457
H -3.5721 0.7255 -0.2521
*
```

Computed properties:
E_HOMO: -13.762 eV
Energy: -14172.42182 eV
ΔE to the lowest compared entry with this formula, charge and spin: 31.55 kcal per mole
Largest force on an atom: 3.67 eV/Å
HOMO-LUMO gap: 10.731 eV

=====

Record 3
This record from the Open Molecules 2025 dataset describes C24H46ClN2O9PS4 as an isolated structure at a distorted geometry. The level of theory is ωB97M-V/def2-TZVPD.

```
! RIJCOSX wB97M-V def2-TZVPD def2/J DEFGRID3
* xyz 0 1
C 0.4692 7.4966 -2.1927
C -0.2339 6.3284 -3.0135
C 0.6567 5.0363 -3.1617
C -0.2406 3.7350 -3.3799
C 0.0370 2.6013 -2.3537
C 0.4487 1.2556 -2.9075
C 0.7384 0.0932 -2.0813
P 1.2828 -1.4482 -3.0339
C 3.1803 -1.3017 -3.0054
C 0.9265 -2.9938 -2.0426
C 0.6147 0.1404 -0.5818
N 0.8335 -0.8702 0.3191
S 0.5570 -0.1047 1.8009
N 0.1603 1.4306 1.3122
C 0.1981 1.5343 -0.0668
C -0.0761 2.7602 -0.9015
C -0.4530 4.1420 -0.2877
C -1.1764 4.0802 1.1074
C -0.1848 4.2583 2.3347
Cl 0.2651 6.0114 2.5230
H 0.0221 7.5836 -1.1660
H 1.5799 7.3237 -2.1227
H 0.3535 8.4777 -2.7281
H -0.4359 6.7368 -4.0413
H -1.2363 6.0803 -2.5766
H 1.3709 4.8873 -2.3126
H 1.2979 5.1814 -4.0776
H 0.0454 3.3420 -4.3983
H -1.3375 3.9795 -3.4709
H 0.5299 1.1571 -4.0193
H 3.6698 -2.0284 -3.6932
H 3.4836 -1.4353 -1.9278
H 3.3947 -0.2299 -3.2505
H -0.1565 -3.2099 -1.8927
H 1.3410 -3.8718 -2.6185
H 1.5096 -2.9802 -1.0789
H -1.1815 4.6148 -1.0079
H 0.4552 4.8096 -0.2842
H -1.8777 4.9566 1.1538
H -1.7980 3.1559 1.2038
H 0.7474 3.6497 2.2134
H -0.6952 3.8462 3.2457
O 1.5010 11.2884 2.2737
S 0.7263 10.4035 3.0964
O -0.5938 9.9887 2.7192
O 0.6754 10.9946 4.5926
C 0.2327 12.3437 4.7742
C -1.2779 12.4567 4.6903
C 1.6883 8.9677 3.4622
H 0.7194 13.0089 4.0564
H 0.5614 12.6482 5.7689
H -1.6308 12.2544 3.6779
H -1.6035 13.4607 4.9678
H -1.7566 11.7315 5.3506
H 2.6717 9.2813 3.8061
H 1.7790 8.3850 2.5470
H 1.1765 8.3852 4.2255
O -2.1472 -7.0173 -4.5313
S -1.9450 -6.3997 -3.2524
O -0.7867 -5.5993 -2.9768
O -2.0908 -7.5153 -2.1039
C -1.2903 -8.7025 -2.2022
C 0.1397 -8.4557 -1.7635
C -3.3864 -5.4671 -2.8328
H -1.3284 -9.1100 -3.2154
H -1.7455 -9.4414 -1.5411
H 0.6570 -7.7962 -2.4626
H 0.6927 -9.3942 -1.7123
H 0.1661 -7.9735 -0.7842
H -4.2649 -6.0905 -2.9843
H -3.4231 -4.5991 -3.4893
H -3.3095 -5.1477 -1.7953
O -0.5441 -10.8932 0.3890
S -0.3307 -10.2861 1.6729
O 0.8317 -9.4942 1.9508
O -0.4790 -11.4101 2.8127
C 0.3133 -12.5986 2.7020
C 1.7470 -12.3621 3.1379
C -1.7652 -9.3485 2.1038
H 0.2698 -12.9974 1.6854
H -0.1445 -13.3402 3.3581
H 2.2644 -11.6995 2.4425
H 2.2958 -13.3044 3.1789
H 1.7787 -11.8881 4.1204
H -2.6479 -9.9658 1.9506
H -1.7990 -8.4752 1.4534
H -1.6830 -9.0373 3.1432
*
```

Computed properties:
E_HOMO: -7.752 eV
Energy: -112190.56200 eV
Largest force on an atom: 3.68 eV/Å
HOMO-LUMO gap: 6.874 eV

=====

Record 4
This record from the Open Molecules 2025 dataset describes C3H9ClNPS in the gas phase at a distorted geometry. The level of theory is ωB97M-V/def2-TZVPD.

```
! RIJCOSX wB97M-V def2-TZVPD def2/J DEFGRID3
* xyz 0 1
C 0.4075 0.6351 1.9948
N 0.5934 0.4499 0.5385
C 0.5083 1.5055 -0.4888
P -0.7510 -1.0563 0.0525
C -0.2234 -1.4440 -1.6261
S -0.9060 -2.5765 1.2407
Cl -2.4347 -0.1352 -0.5434
H 0.2079 -0.3301 2.4084
H 1.4873 0.8561 2.2610
H -0.1883 1.6012 2.2521
H 0.3459 1.0714 -1.3844
H -0.3019 2.1684 -0.1413
H 1.3586 2.0500 -0.5857
H -0.5057 -2.5121 -1.8613
H -0.3985 -0.6455 -2.3369
H 0.8005 -1.6378 -1.7801
*
```

Computed properties:
E_HOMO: -8.886 eV
Energy: -37392.84024 eV
ΔE to the lowest compared entry with this formula, charge and spin: 43.53 kcal per mole
Largest force on an atom: 5.56 eV/Å
HOMO-LUMO gap: 9.304 eV

=====

Record 5
This record from the Open Molecules 2025 dataset describes an isolated ion of composition C20H23 and charge +1 at a distorted geometry. The level of theory is ωB97M-V/def2-TZVPD.

```
! RIJCOSX wB97M-V def2-TZVPD def2/J DEFGRID3
* xyz 1 1
C 1.9379 2.6171 1.8896
C 0.9578 2.4722 0.8060
C -0.0208 1.3803 0.6068
C -1.0231 1.9105 -0.4918
C -0.6595 3.3840 -0.7582
C 0.5987 3.7075 0.0857
H 2.4856 3.5517 1.6852
H 1.4028 2.7468 2.8491
H 2.6651 1.8061 2.0082
H -0.5820 1.4383 1.5497
H -1.0191 1.2676 -1.3725
H -2.0434 1.8684 -0.0878
H -0.4419 3.5594 -1.8159
H -1.4881 4.0393 -0.4595
H 0.3779 4.4873 0.8366
H 1.4333 4.0826 -0.5327
C -4.0088 -3.8886 0.8978
C -2.8552 -2.9260 0.7788
C -2.8299 -1.7573 1.5507
C -1.7628 -0.8525 1.4716
C -0.7146 -1.0707 0.5708
C 0.4360 -0.0511 0.4948
C 1.4381 -0.3162 -0.6704
C 2.7851 -0.0947 -0.4040
C 3.7634 -0.3647 -1.3634
C 3.4149 -0.9131 -2.6046
C 2.0680 -1.1560 -2.8587
C 1.0771 -0.8215 -1.9275
C -0.6689 -2.3065 -0.0931
C -1.7518 -3.1936 -0.0446
H -4.0890 -4.5441 0.0253
H -3.9440 -4.5334 1.7877
H -4.9442 -3.3256 0.9921
H -3.6478 -1.5877 2.2497
H -1.7548 0.0243 2.1200
H 1.0228 -0.2351 1.4119
H 3.0791 0.2866 0.5749
H 4.8080 -0.1807 -1.1349
H 4.1840 -1.1808 -3.3384
H 1.7802 -1.6440 -3.7930
H 0.0280 -1.0091 -2.1783
H 0.2003 -2.5625 -0.6983
H -1.6941 -4.1144 -0.6154
*
```

Computed properties:
E_HOMO: -11.543 eV
Energy: -21105.40826 eV
ΔE to the lowest compared entry with this formula, charge and spin: 5.81 kcal per mole
Largest force on an atom: 2.21 eV/Å
HOMO-LUMO gap: 5.786 eV

=====

Record 6
This record from the Open Molecules 2025 dataset describes C21H28N3O3P2PdSTe as an isolated structure. The level of theory is ωB97M-V/def2-TZVPD.

```
! RIJCOSX wB97M-V def2-TZVPD def2/J DEFGRID3
* xyz -1 1
Pd 1.3849 -0.3217 0.3806
C 0.5015 -1.2674 -3.3743
P 1.0305 -1.4670 -1.6138
C -0.3957 -2.5272 -1.1093
C 2.3162 -2.7897 -1.7139
C 2.3897 -3.6810 -2.7796
C 3.3160 -4.7145 -2.7858
C 4.1800 -4.8690 -1.7139
C 4.1276 -3.9759 -0.6528
C 3.2142 -2.9266 -0.6440
P 3.1733 -1.6567 0.6967
C 4.1053 -2.4699 2.0702
C 4.5766 -0.6217 0.0862
H 0.0071 -2.1535 -3.7788
H 1.3430 -1.0024 -4.0162
H -0.2059 -0.4376 -3.3971
H -0.4448 -3.4322 -1.7195
H -1.3160 -1.9549 -1.2446
H -0.3128 -2.8004 -0.0575
H 1.7081 -3.5816 -3.6153
H 3.3536 -5.4010 -3.6225
H 4.9007 -5.6773 -1.7054
H 4.8219 -4.0985 0.1693
H 5.1582 -2.6392 1.8322
H 3.6466 -3.4172 2.3579
H 4.0445 -1.8004 2.9293
H 5.4403 -1.2390 -0.1734
H 4.8672 0.0860 0.8659
H 4.2606 -0.0484 -0.7848
C 3.9526 2.3893 3.1064
Te 2.0573 1.8321 2.2883
C 1.1179 3.6916 2.7866
H 4.2422 3.3715 2.7397
H 4.6928 1.6612 2.7799
H 3.9067 2.3906 4.1922
H 1.0681 3.7983 3.8667
H 0.1094 3.6553 2.3795
H 1.6563 4.5247 2.3414
O -5.2892 5.3566 -1.8408
S -6.6119 4.8137 -1.6057
O -7.2632 4.2560 -2.7791
O -7.4637 5.6219 -0.7532
C -6.3210 3.3180 -0.5994
N -7.4067 2.6856 -0.1445
C -7.1966 1.5842 0.5524
C -5.9291 1.0844 0.8198
C -4.8692 1.8188 0.3126
N -5.0699 2.9289 -0.3943
C -3.4439 1.4294 0.5084
C -2.4387 2.1595 -0.1199
C -1.1213 1.7810 0.0620
N -0.7466 0.7492 0.8237
C -1.7107 0.0634 1.4393
C -3.0555 0.3584 1.3076
H -8.0787 1.0668 0.9192
H -5.8027 0.1717 1.3830
H -2.7018 3.0059 -0.7394
H -0.3168 2.3206 -0.4255
H -1.3827 -0.7561 2.0678
H -3.7761 -0.2468 1.8396
*
```

Computed properties:
E_HOMO: -4.227 eV
Energy: -73032.05793 eV
Largest force on an atom: 0.42 eV/Å
HOMO-LUMO gap: 6.063 eV

=====

Q: The highest E_HOMO belongs to which entry?
A: C21H28N3O3P2PdSTe

=====

Q: Number 6 is which compound?
A: C21H28N3O3P2PdSTe